Entry 1:
DFT (ωB97M-V/def2-TZVPD) results for a molecular structure, C10H24F6MgNO9S2 at a distorted geometry.

Calculated values
- Total charge: +1
- Gap between HOMO and LUMO: 4.30 eV
- LUMO level: -0.251 Eh
- Molar mass: 504.73 g/mol
- HOMO: -11.125 eV
- Energy: -74084.0430 eV

CARTESIAN COORDINATES (ANGSTROEM)
S  -0.79715  -0.22200  0.21211
S  0.83276  -2.13627  0.77887
Mg  -1.31510  -1.81094  3.03238
F  -2.30661  1.95270  -0.03332
F  2.45976  -0.06162  1.36735
F  -1.50009  1.70070  1.90495
F  -3.21338  0.47090  1.37020
F  3.37808  -2.03938  1.33185
F  2.13273  -1.60555  3.03664
O  -1.43809  -0.79564  -0.97277
O  2.46303  4.17992  1.76315
O  2.76458  0.95248  -5.46534
O  -3.84555  0.74958  4.04415
O  0.37668  0.56386  -0.04005
O  0.69055  -3.51519  1.26912
O  1.17583  -2.02995  -0.62903
O  -0.26171  -3.13161  4.04170
O  -3.10082  -1.07057  -2.85886
N  -0.58719  -1.31447  1.38302
C  -2.42748  -0.45591  -3.90973
C  1.36553  0.98914  -5.45755
C  1.06846  1.30673  -4.07301
C  2.31438  -1.39734  1.71601
C  -3.92565  1.26354  5.28139
C  2.04272  0.52925  -3.28273
C  -1.00421  -4.28475  4.32472
C  -2.10359  1.09173  0.89267
C  2.58362  3.52918  0.53925
C  3.22364  0.22999  -4.31264
H  0.03132  1.16916  -3.76721
H  1.67014  3.01862  0.23431
H  -4.81043  0.93500  5.82666
H  3.32495  4.59816  1.82449
H  1.24935  2.37714  -3.97496
H  -2.46936  -1.10476  -2.13658
H  -2.28461  0.60254  -3.69203
H  -2.90016  0.70602  3.88305
H  0.59833  -3.15633  4.46750
H  0.88560  1.77633  -6.03902
H  -3.14081  0.79294  5.87356
H  -2.93656  -0.59823  -4.86297
H  -1.74543  -4.55916  3.57410
H  -1.46423  -0.96194  -3.97462
H  -1.50072  -4.29113  5.29505
H  1.54652  -0.40281  -3.01225
H  2.71979  4.32029  -0.19810
H  -3.62499  2.31119  5.26946
H  -0.35381  -5.15928  4.30844
H  4.13400  0.72107  -3.96883
H  2.29508  1.16326  -2.43277
H  3.44518  -0.82659  -4.46318
H  0.86252  0.09668  -5.82982
H  3.42259  2.83333  0.54124

Forces on atoms 1 to 6 (eV/Å):
S -2.544 3.109 -4.072
S 1.420 -4.026 -1.115
Mg 0.071 -0.682 0.620
F -0.799 0.078 -0.740
F -0.329 -2.556 1.492
F 0.041 0.070 0.847



Entry 2:
DFT (ωB97M-V/def2-TZVPD) results for a molecular structure, C40H34AsF6IN9O3Sn at a distorted geometry.

Calculated values
- Expectation value of S²: 0.77
- Total charge: +2
- Gap between HOMO and LUMO (spin up / spin down): 5.35 / 4.58 eV
- LUMO level (spin up / spin down): -0.280 / -0.304 Eh
- Molar mass: 1123.30 g/mol
- HOMO (spin up / spin down): -12.955 / -12.840 eV
- Energy: -152648.7366 eV
- Multiplicity: 2
- Relative energy (zero: lowest compared OMol25 entry of this formula, charge and spin): 212.6 kJ/mol

CARTESIAN COORDINATES (ANGSTROEM)
I  1.93771  1.82897  2.23280
Sn  -0.04662  0.95216  0.58348
As  1.83471  1.84421  -2.37719
F  2.43568  0.77261  -3.56517
F  3.19880  2.83984  -2.36806
F  0.95469  2.74932  -3.53344
F  1.06542  2.84170  -1.09325
F  2.49081  0.87857  -1.05291
F  0.40021  0.74697  -2.19206
O  2.71717  -5.61812  -0.72277
O  2.49993  -1.80284  -2.15470
O  -3.19924  -3.39484  -1.83132
N  -0.83007  8.57355  5.40853
N  0.92511  -1.57980  0.12787
N  1.05000  -3.68328  -0.83527
N  -1.38296  2.73774  1.59778
N  -1.11894  4.90419  -2.60926
N  -0.96664  -2.61644  -0.85142
N  -1.23675  0.34062  2.64715
N  -1.37314  2.68795  -1.04910
N  -2.01667  -0.23460  5.21241
C  -3.04708  0.47035  -0.38281
C  -1.15383  5.01721  -1.29493
C  3.77119  -6.56633  -0.60404
C  -1.64202  -1.20326  4.38644
C  -1.14595  6.28153  3.91997
C  -1.45378  2.67127  2.92899
C  2.30016  -1.55571  0.18426
C  -3.23893  -2.13389  -1.35479
C  4.51162  -1.53226  -0.87280
C  1.93065  -6.63355  -2.79359
C  -0.29816  6.29877  5.02489
C  -1.32286  3.92499  0.99595
C  -4.33793  -1.29541  -1.37378
C  -1.99030  -1.67393  -0.83580
C  3.25106  -1.87401  -3.36791
C  1.88767  -5.67828  -1.79039
C  0.94622  -4.62396  -1.86400
C  3.12499  -1.64517  -1.00489
C  4.29047  -1.32058  1.52778
C  -0.16965  7.48073  5.74327
C  -1.28181  3.88959  -0.48107
C  0.08503  -4.54804  -2.95462
C  -1.30314  5.10978  1.72393
C  -1.57356  1.31555  3.47616
C  -1.37855  3.80171  3.72507
C  -1.83745  7.44322  3.58789
C  -1.28516  -0.91394  3.07619
C  -1.98621  -0.38772  -0.37795
C  1.05104  -6.55198  -3.86244
C  -1.21915  3.71437  -3.16437
C  -1.36289  2.57970  -2.36185
C  -4.24804  0.00570  -0.89940
C  -1.28432  5.05249  3.11524
C  0.13430  -5.51439  -3.94516
C  -2.01090  1.01046  4.76616
C  -4.32949  -3.90826  -2.53443
C  5.08433  -1.37286  0.36527
C  0.35085  -2.55331  -0.56306
C  2.92468  -1.37996  1.42724
C  -1.64784  8.57456  4.37177
H  -2.52971  7.47139  2.75772
H  1.09222  -7.29652  -4.64394
H  3.92235  -2.73473  -3.35216
H  -5.16820  -4.07489  -1.85628
H  -1.44197  1.58609  -2.78224
H  -2.97204  1.47231  0.01781
H  -1.63010  -2.21078  4.78042
H  6.15836  -1.28372  0.44289
H  5.13664  -1.55909  -1.75230
H  2.30220  -1.34158  2.30986
H  3.82006  -0.96093  -3.53588
H  3.37657  -7.57345  -0.46403
H  1.91348  -3.79530  -0.31471
H  -2.36607  1.76322  5.45828
H  -1.01037  -1.67116  2.35310
H  2.52035  -1.98483  -4.16296
H  -5.28816  -1.65054  -1.74390
H  4.42629  -6.54068  -1.47665
H  2.64705  -7.44101  -2.75280
H  -1.28468  -3.51573  -1.19505
H  -0.59168  -3.71410  -3.07435
H  -1.37272  3.71706  4.80095
H  -1.16668  3.64890  -4.24263
H  -4.00461  -4.86064  -2.94470
H  -4.63137  -3.23985  -3.34229
H  -1.25934  6.06341  1.22183
H  0.27719  5.42782  5.30695
H  -1.06126  6.02002  -0.89961
H  -0.53583  -5.44946  -4.79023
H  -2.15992  9.50474  4.16125
H  -5.11527  0.64941  -0.90829
H  4.75369  -1.24452  2.50037
H  0.47976  7.54703  6.60681
H  4.32933  -6.27150  0.28032

Forces on atoms 1 to 6 (eV/Å):
I -0.433 -0.151 -0.682
Sn -2.963 -0.640 -0.685
As -0.910 -0.317 0.513
F 0.146 0.146 0.078
F 0.072 0.064 -0.136
F 0.890 -0.195 -0.220



Entry 3:
DFT (ωB97M-V/def2-TZVPD) results for C3H6O in the gas phase at a distorted geometry.

Calculated values
- SMILES: C[C@H]1CO1
- Gap between HOMO and LUMO: 11.39 eV
- LUMO level: 0.044 Eh
- Molar mass: 58.08 g/mol
- HOMO: -10.188 eV
- Energy: -5254.2134 eV
- Relative energy (zero: lowest compared OMol25 entry of this formula, charge and spin): 142.9 kJ/mol

CARTESIAN COORDINATES (ANGSTROEM)
O  0.12590  -0.64250  -1.32276
C  0.67975  -0.27171  1.01859
C  -0.52072  0.62102  -1.08210
C  -0.32632  -0.40677  -0.01893
H  0.12635  1.49288  -1.19003
H  1.12922  -1.23501  1.21200
H  0.09807  0.11596  1.92152
H  -1.52776  0.70737  -1.56721
H  -1.25646  -0.84126  0.30812
H  1.47196  0.46001  0.72078

Forces on atoms 1 to 6 (eV/Å):
O -0.321 -0.212 -0.520
C 0.304 1.513 1.538
C -0.535 -0.489 -0.349
C -0.936 1.592 -1.164
H -0.085 -0.224 0.233
H 0.185 -0.207 0.375



Entry 4:
DFT (ωB97M-V/def2-TZVPD) results for a molecular structure, C11H17Cl2FeYb at a distorted geometry.

Calculated values
- Expectation value of S²: 12.03
- Total charge: -1
- Gap between HOMO and LUMO (spin up / spin down): 4.63 / 3.46 eV
- LUMO level (spin up / spin down): 0.079 / 0.038 Eh
- Molar mass: 449.05 g/mol
- HOMO (spin up / spin down): -2.489 / -2.436 eV
- Energy: -102636.5193 eV
- Multiplicity: 7
- Relative energy (zero: lowest compared OMol25 entry of this formula, charge and spin): 518.3 kJ/mol

CARTESIAN COORDINATES (ANGSTROEM)
Yb  0.41555  -1.26558  -2.87354
Fe  -1.19362  2.04332  -0.13783
Cl  -0.27947  3.54828  -1.46965
Cl  -2.16820  1.50199  2.00508
C  -1.64872  -0.05369  -0.82660
C  0.86403  -1.19655  3.97169
C  0.40390  0.57192  2.31034
C  1.57595  -1.94119  -0.70067
C  -0.46700  -1.19598  4.37667
C  -0.91398  0.54708  2.77553
C  1.30392  -0.33318  2.97755
C  -1.35167  -0.27769  3.79758
C  1.97454  0.36089  -3.55948
C  0.72429  1.41734  1.17082
C  -1.35209  -0.34202  -4.32192
H  1.79121  1.36020  -3.12414
H  1.55893  -1.92867  4.41416
H  0.74864  -1.70631  0.08120
H  1.65340  1.06406  0.72727
H  2.99920  0.06863  -3.24748
H  -2.28484  -0.92163  -4.40704
H  -0.82288  -1.88343  5.13561
H  0.81906  2.48389  1.45230
H  -1.42436  -0.93416  -0.21794
H  -0.91320  -0.28768  -5.34704
H  2.08640  -0.88987  -0.51602
H  -1.65780  0.68955  -4.07917
H  -1.70279  -0.51778  -1.83064
H  -2.39211  -0.26216  4.07749
H  -2.70206  0.12044  -0.65023
H  2.35381  -0.34047  2.69281
H  2.00196  0.50044  -4.65671

Forces on atoms 1 to 6 (eV/Å):
Yb 0.282 0.045 0.494
Fe 1.728 -2.209 -1.028
Cl -0.428 -0.058 0.397
Cl -0.365 0.486 0.389
C -0.252 -0.130 -0.116
C 0.263 -0.257 -0.043